Entry 1:
{"formula": "C17H20Br2O2RhS2", "method": "ωB97M-V/def2-TZVPD", "symbols": ["Rh", "Br", "C", "Br", "H", "H", "O", "S", "C", "C", "C", "C", "S", "O", "C", "C", "C", "C", "C", "C", "C", "C", "C", "C", "C", "C", "H", "H", "H", "H", "H", "H", "H", "H", "H", "H", "H", "H", "H", "H", "H", "H", "H", "H"], "coordinates": [[0.80526, 0.36887, -0.45180], [-0.75562, -0.92685, -1.95818], [-0.68920, -2.38462, -0.66463], [0.46852, -1.74921, 0.78129], [-0.23345, -3.25362, -1.12585], [-1.68553, -2.55623, -0.27193], [1.54265, 1.51703, 0.97123], [2.30145, 1.47737, 2.36113], [4.05941, 1.58380, 1.92958], [4.42924, 0.97573, 0.57859], [4.25900, 1.95769, -0.58598], [4.40735, 1.27903, -1.94011], [3.00158, 0.34600, -2.59230], [2.31896, -0.44655, -1.40843], [1.75263, 1.53417, -2.97486], [0.96551, 2.09027, -1.93349], [-0.14304, 2.87932, -2.26076], [-0.43461, 3.14377, -3.59387], [0.36003, 2.60473, -4.59666], [1.44555, 1.76606, -4.29450], [2.09453, -0.10026, 3.09496], [1.03156, -0.16400, 4.00093], [0.79524, -1.34933, 4.68038], [1.62619, -2.44215, 4.46906], [2.69862, -2.36424, 3.57987], [2.94498, -1.19276, 2.88668], [4.57180, 1.10762, 2.76685], [4.28357, 2.65099, 1.97428], [3.85063, 0.06964, 0.39841], [5.47431, 0.66362, 0.63096], [5.03099, 2.72840, -0.53438], [3.31336, 2.49452, -0.51778], [5.21573, 0.54256, -1.94950], [4.61344, 1.98066, -2.75655], [1.38900, 2.26460, -0.92648], [-0.74293, 3.31833, -1.47226], [-1.27378, 3.77710, -3.84936], [0.13191, 2.81369, -5.63457], [2.01421, 1.30743, -5.09449], [0.41546, 0.70758, 4.18901], [-0.01449, -1.40813, 5.39487], [1.45755, -3.35791, 5.02077], [3.35604, -3.21353, 3.44986], [3.80158, -1.13164, 2.22960]], "forces_ev_per_a": [[-0.056, -0.347, -0.147], [0.005, -0.028, 0.035], [0.034, -0.003, 0.022], [-0.065, -0.128, 0.096], [-0.001, 0.004, -0.009], [-0.003, -0.004, -0.008], [-0.108, 0.056, -0.042], [0.121, 0.012, -0.013], [-0.036, -0.018, -0.006], [-0.021, -0.023, -0.011], [-0.016, -0.010, 0.001], [-0.024, -0.005, -0.004], [0.118, -0.010, -0.072], [-0.200, 0.166, 0.132], [0.008, 0.123, -0.080], [0.102, -0.091, 0.400], [-0.057, 0.011, -0.067], [-0.022, -0.019, 0.030], [-0.021, 0.020, 0.013], [0.018, -0.057, 0.015], [-0.017, -0.021, -0.004], [-0.019, -0.012, -0.014], [-0.003, 0.010, -0.005], [0.010, -0.004, -0.005], [-0.008, -0.007, 0.005], [0.005, 0.018, 0.005], [0.001, 0.017, 0.007], [0.006, -0.002, 0.003], [0.012, -0.017, 0.005], [0.004, 0.017, 0.008], [0.019, -0.019, 0.011], [0.028, 0.042, -0.004], [0.001, 0.002, 0.011], [-0.029, 0.010, -0.001], [0.200, 0.301, -0.298], [0.011, 0.010, 0.002], [0.001, 0.000, -0.003], [0.003, 0.003, -0.001], [0.001, 0.001, 0.001], [0.002, 0.002, 0.005], [0.000, 0.000, 0.001], [0.000, 0.000, -0.001], [0.000, 0.002, 0.000], [-0.002, -0.001, -0.010]], "e_homo_ev": -18.38, "orbital_gap_ha": 0.2174, "lumo_energy_ev": -12.459, "energy_ha": -6864.06124, "e_above_lowest_ev": 0.000, "total_charge": 3}

Entry 2:
{"formula": "C3H2Cl3N", "method": "ωB97M-V/def2-TZVPD", "symbols": ["N", "C", "C", "Cl", "Cl", "C", "Cl", "H", "H"], "coordinates": [[-2.92272, 0.92288, -1.95717], [-2.21731, 0.89067, -1.05765], [-1.35725, 0.80591, 0.07658], [-1.04021, 2.88577, 0.52151], [-2.15048, 0.15718, 1.46909], [0.01838, 0.25147, -0.15610], [0.74513, 0.98921, -1.60468], [0.66969, 0.45177, 0.69490], [-0.04660, -0.82658, -0.33378]], "forces_ev_per_a": [[-0.272, -0.017, -0.358], [-0.193, -0.002, -0.208], [0.637, 2.811, 1.184], [-0.377, -2.570, -0.534], [0.070, -0.161, 0.029], [0.448, -0.019, -0.303], [0.008, -0.182, 0.163], [-0.233, -0.019, -0.050], [-0.088, 0.158, 0.077]], "smiles": "N#CC(Cl)(Cl)CCl", "e_homo_ev": -11.21, "orbital_gap_ha": 0.3587, "lumo_energy_ev": -1.451, "energy_ha": -1550.80219, "e_above_lowest_ev": 0.454, "total_charge": 0}

Entry 3:
{"formula": "C10H15N4", "method": "ωB97M-V/def2-TZVPD", "symbols": ["C", "C", "C", "C", "C", "C", "C", "C", "C", "C", "N", "N", "N", "N", "H", "H", "H", "H", "H", "H", "H", "H", "H", "H", "H", "H", "H", "H", "H"], "coordinates": [[2.99835, 1.89986, -2.48320], [1.65419, 2.35360, -2.63674], [3.31939, 0.89815, -1.58191], [0.59302, 1.79188, -1.77631], [2.24097, 0.43452, -0.69459], [0.93176, 0.74351, -0.86404], [0.13484, -2.28114, 0.58470], [-1.72387, 0.21399, 2.24311], [-2.81453, 1.11245, 1.71938], [-2.14866, 0.14653, 0.86282], [0.52827, -3.54042, 0.62672], [-1.30774, 0.55361, -0.17574], [-0.02741, 0.26238, 0.00843], [0.21599, -1.47086, -0.38408], [3.72137, 2.40637, -3.08860], [1.43170, 3.11559, -3.36973], [4.25303, 0.41331, -1.46516], [-0.47530, 2.09588, -1.89783], [2.46958, -0.31406, 0.05023], [-0.15895, -1.93561, 1.65403], [-0.67609, 0.47874, 2.48662], [-1.98491, -0.70005, 2.69162], [-3.89738, 0.99395, 1.95889], [-2.52440, 2.10683, 1.47544], [-2.60088, -0.79278, 0.63174], [0.49809, -4.10963, 1.38602], [0.95163, -3.80155, -0.31596], [-1.75322, 0.57001, -1.12217], [0.93428, -1.65830, -1.13216]], "forces_ev_per_a": [[-1.481, 0.230, -0.015], [-1.180, -1.823, 2.646], [-3.607, -0.078, 1.698], [1.538, 0.214, -2.031], [3.075, -0.729, -1.475], [-0.397, 4.094, -2.175], [-0.215, -0.339, 4.681], [1.499, 0.483, 0.754], [-1.484, 0.164, 0.768], [-0.504, -1.503, -1.252], [1.237, 1.825, -6.029], [1.645, 0.708, -1.434], [-1.631, -1.493, 0.297], [0.933, 0.605, -1.387], [0.512, -0.175, -0.298], [-0.128, 0.024, 0.121], [0.936, 0.105, 0.017], [1.278, -0.039, 0.075], [0.299, -0.026, 0.120], [-0.190, -0.041, -2.158], [-1.032, 0.557, -0.166], [-0.603, -0.697, 1.196], [1.197, -0.022, 0.056], [0.157, 0.708, 0.184], [-0.809, -0.404, -0.265], [-0.062, -1.841, 2.405], [-0.691, -0.651, 2.197], [0.981, -0.009, 0.885], [-1.274, 0.154, 0.585]], "e_homo_ev": -12.43, "orbital_gap_ha": 0.3282, "lumo_energy_ev": -3.502, "energy_ha": -608.67900, "e_above_lowest_ev": 5.738, "total_charge": 1}

Entry 4:
{"formula": "C6H12O", "method": "ωB97M-V/def2-TZVPD", "symbols": ["C", "C", "C", "O", "C", "C", "C", "H", "H", "H", "H", "H", "H", "H", "H", "H", "H", "H", "H"], "coordinates": [[-2.31176, 0.52357, 0.16883], [-1.06942, -0.31036, 0.44329], [-0.56901, -1.09109, -0.76983], [0.77572, -1.41589, -0.48557], [1.35301, -0.37577, 0.31062], [2.38493, 0.39150, -0.50377], [0.18156, 0.50155, 0.79732], [-3.12716, -0.09622, -0.22063], [-2.09254, 1.30188, -0.57176], [-2.67530, 1.01292, 1.07825], [-1.27889, -1.02673, 1.24755], [-1.11799, -2.02278, -0.94350], [-0.64510, -0.47101, -1.68099], [1.84599, -0.87065, 1.15714], [3.15135, -0.28606, -0.89181], [2.87602, 1.15925, 0.10577], [1.89947, 0.88456, -1.35427], [0.16936, 1.45370, 0.24933], [0.24977, 0.73763, 1.86402]], "forces_ev_per_a": [[-0.060, 0.021, -0.001], [-0.020, -0.046, -0.002], [-0.252, 0.021, -0.048], [0.040, -0.089, -0.036], [0.134, 0.166, 0.145], [0.026, 0.006, -0.035], [0.019, 0.045, 0.014], [0.096, 0.080, 0.051], [-0.054, -0.098, 0.080], [0.069, -0.037, -0.119], [0.052, 0.059, -0.086], [0.089, 0.135, 0.008], [0.022, -0.057, 0.124], [-0.047, 0.063, -0.107], [-0.103, 0.079, 0.075], [-0.095, -0.105, -0.062], [0.070, -0.061, 0.112], [0.009, -0.135, 0.048], [0.005, -0.049, -0.160]], "smiles": "C[C@H]1CO[C@@H](C)C1", "e_homo_ev": -9.51, "orbital_gap_ha": 0.3904, "lumo_energy_ev": 1.117, "energy_ha": -311.04704, "e_above_lowest_ev": 0.333, "total_charge": 0}

Entry 5:
{"formula": "C24H27BCaClN13O", "method": "ωB97M-V/def2-TZVPD", "symbols": ["Ca", "C", "C", "N", "N", "C", "B", "N", "C", "C", "C", "N", "N", "C", "C", "C", "N", "N", "C", "C", "C", "N", "H", "H", "H", "H", "H", "H", "H", "H", "H", "H", "H", "H", "N", "C", "O", "C", "C", "H", "H", "H", "H", "H", "H", "Cl", "C", "C", "C", "C", "N", "C", "H", "H", "H", "H", "N", "C", "C", "N", "C", "C", "N", "H", "H", "H", "H", "H"], "coordinates": [[-0.64201, 0.47615, -0.32992], [3.84795, 0.07559, -0.59121], [2.63936, 0.68141, -0.88015], [1.64791, 0.05663, -0.26525], [2.25142, -0.93270, 0.52234], [3.56233, -0.98051, 0.29683], [1.28936, -1.92824, 1.11054], [0.39100, -2.58240, 0.04714], [0.64793, -3.75415, -0.59391], [-0.40963, -3.92058, -1.47991], [-1.23586, -2.77853, -1.30119], [-0.74073, -1.95810, -0.43185], [0.36827, -1.14630, 2.17490], [0.36132, -1.18946, 3.50274], [-0.43458, -0.19815, 3.99636], [-0.91911, 0.41887, 2.84536], [-0.41416, -0.14873, 1.75735], [2.00770, -2.99782, 1.91753], [1.58249, -4.26392, 2.17636], [2.34775, -4.71922, 3.22666], [3.25265, -3.68221, 3.51573], [3.04654, -2.66362, 2.71739], [4.87352, 0.22121, -0.85563], [2.47735, 1.51951, -1.58128], [4.13997, -1.69993, 0.77083], [1.48679, -4.34554, -0.30540], [-0.58056, -4.69091, -2.22162], [-2.19489, -2.62839, -1.79917], [1.08442, -1.89128, 3.95575], [-0.58984, -0.04810, 5.05647], [-1.69703, 1.16770, 2.78460], [0.71698, -4.76894, 1.70620], [2.09755, -5.64489, 3.71512], [4.06147, -3.60761, 4.26714], [-0.30971, 4.81911, 0.74921], [0.33818, 3.65659, 0.72289], [-0.15087, 2.69564, 0.15457], [1.73546, 3.65724, 1.29376], [1.83488, 2.93783, 2.62368], [-1.27422, 4.94970, 0.52909], [0.12619, 5.59150, 1.22917], [2.17449, 4.65861, 1.44261], [2.35445, 3.20593, 0.51971], [2.54304, 3.17339, 3.45169], [1.12013, 2.18469, 2.76157], [-5.24115, 3.69964, -0.16664], [-4.75990, 2.09460, -0.22285], [-5.67014, 1.05109, 0.07619], [-5.30637, -0.27041, 0.13188], [-3.98355, -0.56655, -0.17806], [-3.12587, 0.40316, -0.46923], [-3.47692, 1.69661, -0.49496], [-6.69197, 1.31805, 0.31145], [-6.04585, -0.96793, 0.44473], [-3.62889, -1.59870, -0.09741], [-2.76903, 2.51287, -0.72212], [-0.23895, -0.24469, -6.10073], [-0.14902, 0.58699, -5.00090], [-0.43696, 0.29030, -3.67973], [-0.36172, 1.19815, -2.72535], [0.04735, 2.42463, -3.08765], [0.48369, 2.66752, -4.38587], [0.37693, 1.73834, -5.35345], [-0.30345, -1.23510, -5.92231], [0.26359, 0.10914, -6.89811], [-0.69122, -0.69475, -3.35580], [-0.04748, 3.18649, -2.34501], [0.94128, 3.62347, -4.66289]], "forces_ev_per_a": [[-0.482, 0.529, -1.361], [1.151, -1.608, 1.220], [0.370, 0.286, -0.809], [1.020, -0.759, 1.085], [-1.112, 0.968, -1.694], [-1.357, 2.428, -1.420], [-0.546, -0.208, 1.770], [0.244, 0.439, 0.006], [-1.957, 1.291, -0.456], [-0.052, 0.028, -0.260], [-0.235, -1.946, -1.596], [1.293, -0.129, 1.402], [0.383, -0.127, -1.334], [2.085, -1.538, 0.366], [-0.189, -0.105, 0.624], [-0.653, 0.199, 0.552], [-0.530, 0.076, 1.285], [-0.082, -0.284, -0.903], [-0.304, -0.101, 0.834], [-0.732, -0.553, -0.161], [0.583, -0.343, 0.699], [-0.154, 0.687, -0.313], [0.086, 0.678, -0.568], [-0.125, -0.605, 0.607], [1.072, -0.961, 0.696], [0.291, -0.221, -0.229], [0.108, -0.041, 0.363], [0.382, 0.298, 0.122], [-0.888, 0.518, 0.080], [-0.263, 0.321, -0.322], [0.219, 0.207, -0.145], [0.788, 0.703, 0.381], [0.596, -0.118, 0.187], [-0.726, -0.230, -0.603], [0.533, 1.124, 0.878], [0.390, 1.091, -0.109], [-0.539, -1.240, -0.214], [0.957, 0.312, 1.089], [0.662, 0.858, -0.215], [-0.414, -0.368, -0.345], [-0.073, -0.049, -0.023], [-0.543, -0.084, -0.326], [0.216, -0.391, -0.054], [-0.626, -0.035, -1.167], [-0.702, -1.128, 0.489], [-0.202, 1.078, -0.079], [-0.770, -2.503, 0.382], [-0.395, 1.287, 0.108], [0.637, 0.862, -0.344], [-0.358, -0.106, 0.526], [0.959, 0.117, -0.285], [-0.179, 0.454, -0.096], [-0.040, 0.091, 0.009], [-0.180, -0.736, 0.003], [0.198, 0.476, -0.210], [0.171, -0.876, 0.029], [-0.718, -0.529, 1.492], [0.876, -0.647, -2.251], [-0.190, -0.375, 0.657], [-0.008, 0.548, -0.474], [-0.139, -0.248, -0.440], [-0.185, -0.179, -0.396], [0.473, 2.249, 1.341], [0.069, 0.073, -0.421], [0.003, -0.296, -0.031], [-0.261, -0.663, -0.057], [0.382, 0.400, 0.334], [-0.285, -0.346, 0.096]], "spin_multiplicity": 2, "e_homo_ev": [-10.91, -11.15], "orbital_gap_ha": [0.3124, 0.3214], "s2": 0.7538, "lumo_energy_ev": [-2.406, -2.406], "energy_ha": -2880.47339, "e_above_lowest_ev": 0.000, "total_charge": 1}

Entry 6:
{"formula": "C3H6BrNS", "method": "ωB97M-V/def2-TZVPD", "symbols": ["C", "N", "C", "C", "S", "Br", "H", "H", "H", "H", "H", "H"], "coordinates": [[-1.01047, -1.08116, 0.19461], [0.06942, -0.03232, -0.03122], [-0.31920, 1.34137, -0.11719], [1.49516, -0.47191, -0.12901], [1.97405, -1.98478, -0.32859], [2.57067, 1.01470, 0.14092], [-0.62413, -1.94798, 0.60608], [-1.65740, -0.61720, 0.90459], [-1.47281, -1.29513, -0.78323], [-0.52754, 1.96821, 0.85703], [0.61819, 1.83762, -0.50563], [-1.11593, 1.26858, -0.80836]], "forces_ev_per_a": [[1.023, 2.868, -1.907], [3.362, -3.278, 0.986], [1.950, 1.290, 1.127], [-5.195, 1.180, 0.579], [0.300, -0.409, -0.091], [1.751, 0.359, 0.157], [1.010, -1.631, 0.672], [-0.901, 0.163, 0.257], [-0.166, 0.009, 0.541], [-0.068, -1.677, -1.460], [-1.943, 0.001, -0.215], [-1.124, 1.125, -0.648]], "smiles": "CN(C)C(=S)Br", "e_homo_ev": -8.75, "orbital_gap_ha": 0.3343, "lumo_energy_ev": 0.341, "energy_ha": -3144.80769, "e_above_lowest_ev": 0.559, "total_charge": 0}

Q: Which formula does entry 5 have?
A: C24H27BCaClN13O

Q: What is the formula in the fifth record?
A: C24H27BCaClN13O